Record 1
Computed, not measured: a 8-piece molecular cluster, C30H83N7O8 overall in a non-equilibrium geometry, with ωB97M-V with the def2-TZVPD basis set.

Geometry as XYZ:
```
128
Properties=species:S:1:pos:R:3:forces:R:3
O -0.447777 0.828674 0.125815 -0.075 -0.312 0.184
O 5.190180 0.199845 1.792252 0.557 0.385 -0.514
O -2.893674 -2.862566 -3.423073 0.049 0.144 -0.124
O -2.667881 1.655154 -4.803569 -0.408 -0.377 -0.037
O -5.331028 -5.736669 -0.078802 0.244 -0.160 0.176
O 0.441482 0.577743 2.805565 -0.194 -0.274 -0.038
O 3.148927 3.550356 0.389757 0.030 -0.448 0.643
O -4.622387 -0.473054 1.133268 -0.346 0.156 0.145
N 7.631892 0.366899 3.202773 0.313 -0.261 0.012
N 3.394686 -1.547063 3.322171 0.379 0.541 -0.739
N -1.463505 -0.873191 -6.250385 -0.418 0.129 -0.324
N -1.065860 3.116220 -1.763355 -0.504 0.071 0.333
N 6.391515 5.201455 0.092036 -0.292 -0.259 -0.045
N -2.297716 -0.144086 3.962459 0.165 -0.412 -0.012
N -3.061919 -2.859119 -0.334037 0.664 -0.011 -0.390
C -3.441013 -4.356272 1.577377 0.398 0.082 0.479
C -3.256507 2.703689 -5.555436 1.099 0.016 -0.092
C 5.380948 4.297380 0.688180 0.318 1.101 0.010
C 1.124658 -2.409294 3.066277 -0.256 0.565 -0.013
C -3.313970 -0.801997 3.131798 0.015 -0.378 -0.456
C -3.502816 -4.185156 0.073027 -0.847 0.352 -0.044
C -1.488508 -1.970943 -5.279247 0.232 0.520 0.562
C 6.361003 0.824735 3.792409 0.952 0.134 -0.506
C -0.254104 -1.866681 -4.376292 0.085 0.295 -0.853
C -2.752230 -1.870326 -4.443058 -0.680 -0.457 0.463
C 1.973490 3.395571 -0.368095 -0.160 0.800 0.009
C 5.450308 1.286415 2.660947 -0.043 -0.557 1.290
C 1.632821 0.082166 3.383500 0.549 0.820 1.125
C -2.419222 1.911919 -3.433724 0.217 -0.321 -0.211
C 0.047516 2.377415 -3.806745 0.706 -0.095 0.148
C 4.771468 0.625736 0.501052 -0.037 0.161 0.271
C -4.897001 0.320518 0.010638 0.061 0.622 -0.405
C 4.075498 4.498753 -0.054559 -0.085 -0.110 -1.185
C 6.665504 1.985838 4.731913 -0.801 -0.129 0.639
C 2.059717 -1.233748 2.798905 -0.089 -0.337 -0.578
C 0.190216 1.899872 3.216645 -0.167 1.191 0.026
C -0.405533 -0.484844 -0.444305 0.632 0.081 0.056
C -6.357781 -6.259113 -0.876876 -0.107 -0.164 0.007
C -3.100621 -4.163127 -3.916282 0.495 -0.350 -0.128
C 0.962489 -0.713420 -1.082685 -0.375 0.089 -0.568
C -3.571514 0.059940 1.904820 0.909 0.428 0.173
C 5.246296 4.652999 2.162909 0.352 0.102 -0.088
C -4.922763 -4.425528 -0.432290 -0.384 -0.306 -0.057
C -4.549982 -1.101200 3.964382 0.481 0.271 0.245
C -1.249792 2.857549 -3.183423 0.139 0.191 -0.420
H 0.320981 2.038794 4.293260 0.071 -0.190 0.013
H 1.436213 4.344617 -0.487837 0.110 0.052 -0.039
H 0.968811 -1.598286 -1.721726 -0.001 -0.069 0.125
H 7.501227 -0.163160 2.347790 -0.400 0.132 -0.020
H -2.649490 0.113257 1.304428 0.010 -0.269 -0.053
H -5.587628 -3.660015 -0.002293 -0.067 -0.126 0.127
H 0.827587 2.624998 2.691116 0.332 -0.251 0.099
H -3.656322 -1.896079 -5.067451 0.092 -0.026 -0.198
H -3.331229 2.272102 -2.939940 -0.003 0.169 -0.026
H -3.996324 3.262592 -4.981143 -0.118 -0.034 -0.044
H 7.285579 1.611406 5.547063 0.226 0.201 -0.078
H 4.509935 1.597621 3.132705 -0.049 0.359 -0.264
H 4.898360 5.677978 2.304112 -0.363 -0.077 -0.301
H 0.453575 1.504409 -3.284401 -0.294 -0.181 -0.117
H 1.305934 2.751321 0.196758 0.093 -0.291 -0.196
H -3.644972 -5.389046 1.855211 -0.073 0.027 0.033
H -4.013497 -4.257391 -4.514249 -0.085 0.123 0.078
H 6.491212 4.959252 -0.889783 0.098 0.117 0.008
H -0.363179 -2.391669 -3.431686 -0.036 -0.100 -0.022
H 0.841774 3.122497 -3.706047 -0.238 0.220 0.085
H -3.134178 -4.844772 -3.066631 -0.216 0.099 0.066
H 1.752232 -0.817760 -0.339309 -0.064 0.037 0.082
H 2.180581 3.012130 -1.371865 -0.020 -0.225 0.032
H -0.016925 2.164143 -4.873790 -0.275 -0.151 0.053
H -2.256359 -4.499846 -4.529712 -0.066 0.056 -0.062
H 6.238695 4.686017 2.623832 -0.071 -0.507 0.152
H -2.884513 -4.961301 -0.386636 0.274 0.220 -0.050
H 4.273838 4.363429 -1.135683 -0.025 -0.195 0.061
H -2.781186 -0.920614 -3.908795 0.178 0.079 -0.066
H -0.575263 -1.283959 0.283410 -0.279 0.235 0.202
H -2.131989 -0.754419 4.759420 -0.130 0.176 0.144
H -1.489022 3.798334 -3.695992 -0.080 0.118 0.265
H -6.584959 -7.271179 -0.540243 -0.018 0.119 0.282
H -1.402687 -0.164631 3.476194 -0.090 0.176 -0.114
H 2.057788 -1.072484 1.707625 0.176 -0.080 0.028
H -5.012417 -4.322697 -1.522402 0.357 0.116 -0.029
H -3.666545 2.274092 -6.467426 -0.324 -0.120 0.191
H 5.947846 2.139230 2.191491 -0.165 -0.259 -0.292
H -4.120270 -3.701835 2.131983 -0.297 -0.042 -0.325
H 0.087987 0.806418 0.933252 -0.110 -0.076 0.114
H -3.090285 -2.777963 -1.347833 0.092 0.060 0.100
H -2.185070 0.935202 -2.997376 0.030 0.017 0.059
H -3.609828 -2.097750 0.052080 -0.217 -0.270 0.271
H 4.747917 -0.251806 -0.139718 -0.223 -0.030 0.012
H 5.737791 2.328294 5.207013 0.001 -0.047 -0.024
H -5.868835 0.076469 -0.414935 0.052 -0.383 0.090
H -3.705466 1.112852 2.197309 -0.676 -0.103 0.096
H 8.067309 -0.302649 3.828777 0.140 0.226 0.097
H -4.121440 0.221259 -0.760885 0.001 -0.157 -0.012
H -0.054023 -0.805015 -4.205321 -0.077 -0.034 0.305
H -1.516202 0.028854 -5.776844 0.292 -0.173 0.299
H -1.237394 -0.519004 -1.147497 0.152 -0.128 -0.218
H -7.254924 -5.637389 -0.788346 -0.092 -0.083 -0.240
H -4.941071 1.390099 0.254596 0.048 -0.052 0.235
H 5.714278 3.264194 0.544984 -0.379 0.045 0.215
H -2.453209 -4.080233 1.958269 0.115 -0.185 -0.213
H 7.283517 4.989028 0.525808 0.053 0.147 -0.036
H -2.943649 -1.755666 2.728932 -0.016 -0.044 0.078
H -6.055914 -6.379207 -1.926073 -0.012 0.388 -0.036
H 2.404544 0.862818 3.293442 0.221 -0.255 -0.646
H 0.158267 -2.274498 2.573264 0.034 0.049 -0.008
H 0.940579 -2.511249 4.136561 0.142 -0.205 0.020
H 1.578889 0.037683 4.484741 -0.594 -0.406 -0.072
H 1.201082 0.142181 -1.718265 0.102 -0.017 0.025
H 3.805875 1.137653 0.574632 -0.049 -0.183 -0.218
H 4.579267 3.948969 2.656993 0.106 0.142 0.215
H -2.354107 -0.864433 -6.746163 0.174 -0.282 -0.273
H 5.941220 0.014604 4.396162 -0.552 0.076 -0.194
H 0.604494 -2.231820 -4.942375 0.098 -0.121 0.246
H -5.380745 -1.426987 3.344442 -0.068 0.022 0.076
H -1.440321 -2.913684 -5.825920 -0.188 0.012 -0.062
H -2.447542 3.361984 -5.893648 -0.253 0.364 0.114
H 3.669585 5.518196 -0.002623 0.179 0.042 0.475
H -0.685014 2.320688 -1.251712 0.194 -0.128 -0.331
H -1.990697 3.206020 -1.345417 0.106 0.353 0.059
H 3.734536 -2.365308 2.820273 -0.204 -0.250 0.306
H 5.476112 1.348166 0.076126 0.067 -0.166 0.027
H 1.580134 -3.308006 2.652997 -0.050 -0.143 0.168
H 4.024055 -0.833384 2.924224 -0.244 -0.267 0.476
H 7.112923 2.866972 4.275924 0.243 -0.257 -0.269
H -4.292023 -1.877424 4.689515 -0.160 -0.124 -0.074
H -0.823732 2.223435 2.980777 -0.147 -0.586 -0.068
H -4.797596 -0.215086 4.553865 -0.274 0.045 -0.182
```
Positions in Å, forces in eV/Å.

Properties
maximum force: 1.50 eV Å⁻¹
orbital gap: 9.37 eV
E_LUMO: 0.68 eV
E: -2177.898600 hartree
HOMO: -8.70 eV
total charge: 0
relative energy (zero: lowest compared OMol25 entry of this formula, charge and spin): 0.00 kcal per mole
structure (SMILES): COC[C@H](C)N.COC[C@H](C)N.COC[C@H](C)N.COC[C@H](C)N.COC[C@H](C)N.COC[C@H](C)N.COC[C@H](C)N.CCO


Record 2
Computed, not measured: CH2Cl2O3S as an isolated structure in a non-equilibrium geometry, with ωB97M-V with the def2-TZVPD basis set.

Geometry as XYZ:
```
9
Properties=species:S:1:pos:R:3:forces:R:3
Cl -1.231823 -1.780786 -0.705058 -0.545 1.220 -0.103
Cl 1.955513 -1.593891 1.321406 -0.129 0.300 -0.241
S 0.815818 0.641170 -0.126413 -4.802 -1.180 1.741
O 1.250744 -0.059689 1.317354 0.001 0.546 0.025
O 0.704122 2.037445 0.134124 0.771 -0.029 0.028
O 1.545128 0.010221 -1.140727 1.187 -0.308 -1.418
C -1.418819 -0.073047 -0.323242 3.986 -0.601 0.399
H -1.986528 0.136625 0.536426 -0.142 -0.206 1.516
H -1.634151 0.681948 -1.013869 -0.327 0.258 -1.946
```
Positions in Å, forces in eV/Å.

Properties
maximum force: 5.24 eV Å⁻¹
orbital gap: 9.12 eV
E_LUMO: -0.95 eV
E: -1583.445717 hartree
HOMO: -10.07 eV
total charge: 0
relative energy (zero: lowest compared OMol25 entry of this formula, charge and spin): 27.21 kcal per mole


Record 3
Computed, not measured: C39H53F5N4O5PSZr as an isolated structure in a non-equilibrium geometry, with ωB97M-V with the def2-TZVPD basis set.

Geometry as XYZ:
```
109
Properties=species:S:1:pos:R:3:forces:R:3
Zr -0.693800 -0.210812 0.307103 0.394 -0.210 0.059
S 3.029426 -1.371659 0.993947 0.239 -0.077 -0.051
P -1.231570 2.373121 1.196781 -0.445 0.236 -0.046
F -0.361362 -2.265492 6.576184 -0.015 -0.003 -0.076
F -2.736829 -4.225572 3.024622 0.023 0.028 0.008
F -1.646957 -2.367923 1.325274 -0.066 0.152 -0.125
F 0.754656 -0.497035 4.886012 -0.030 -0.015 -0.031
F -2.083706 -4.153556 5.679706 0.014 0.027 -0.035
O 0.007948 -0.511807 2.166205 0.028 -0.549 0.626
O -3.583339 1.272658 -1.341624 -0.262 -0.191 -0.044
O 0.499017 -0.431959 -3.731672 -0.025 0.085 -0.063
O -2.396487 -0.513799 -0.608311 -0.901 0.635 -0.172
O 2.120079 -3.488947 5.201704 0.008 0.022 0.065
N 2.828653 -2.759203 3.211031 -0.053 -0.023 0.063
N 0.228109 -2.099529 -0.705226 0.338 -0.036 -0.243
N 4.421807 -3.528745 1.698249 0.169 0.064 -0.001
N -0.183019 0.327228 -1.657811 -0.016 -0.190 -0.581
C -3.056370 0.621285 2.402143 0.034 0.196 -0.110
C -0.871558 6.332787 -1.363289 -0.016 -0.092 0.021
C 6.502324 -4.311021 0.690320 0.008 0.050 0.080
C 4.471154 -7.611238 3.709093 -0.002 0.021 0.010
C 7.438281 -3.602297 1.665600 -0.003 -0.023 -0.028
C -1.566241 -3.267554 4.838292 -0.065 -0.094 0.083
C -0.299374 3.106908 2.588364 0.383 -0.205 0.075
C -1.339949 -2.370425 2.659824 -0.075 -0.160 0.008
C -0.135550 -1.376894 4.421108 0.181 0.045 0.161
C 4.872224 -6.791500 4.755818 -0.005 0.004 -0.022
C 4.315920 -5.528360 4.902092 0.037 -0.014 0.008
C 5.201321 -3.557864 0.459943 -0.063 -0.027 0.075
C -2.601563 0.596873 -1.397234 0.252 -0.086 -0.202
C -1.164110 6.216430 0.138143 -0.019 -0.027 -0.078
C -4.514785 0.174352 2.552635 -0.026 0.125 0.005
C 0.492348 -0.526573 -2.529838 -0.136 0.265 0.204
C 2.738815 -3.746140 4.197288 0.126 0.026 -0.087
C 1.121411 -1.715257 -1.832034 -0.014 0.069 0.017
C -0.460033 2.339266 3.921954 0.022 0.134 0.009
C -5.415597 1.361124 2.945370 0.070 -0.020 0.041
C -0.561606 4.958443 -2.005482 -0.042 0.097 0.088
C 1.249750 4.032387 4.691342 -0.017 -0.047 -0.079
C -1.387705 0.921051 -2.275833 0.203 -0.165 0.234
C 1.205293 3.221886 2.282841 -0.081 0.039 0.038
C -3.610668 3.084372 2.727043 -0.089 -0.076 0.007
C -1.898812 -3.308858 3.493756 -0.060 -0.108 0.021
C -4.604994 2.420051 3.690451 -0.001 -0.037 -0.111
C 0.719444 2.613337 4.872654 -0.014 0.081 -0.027
C -2.060766 5.019114 0.450937 0.047 0.006 -0.081
C 1.837592 4.205855 3.275705 -0.055 -0.017 0.052
C -1.455040 3.683040 -0.073310 0.118 0.097 -0.026
C -0.686096 -2.302464 5.294543 0.072 0.040 0.144
C 3.483150 -2.648572 1.993921 -0.146 0.025 -0.033
C -0.461562 -1.384710 3.074316 0.151 0.230 -0.258
C 2.975534 -5.899766 2.929367 -0.041 -0.077 -0.025
C 3.518122 -7.168802 2.799193 0.011 0.017 0.006
C -0.201599 3.938783 -0.927973 -0.034 0.060 0.013
C 3.378107 -5.079867 3.979381 -0.135 0.027 0.056
C -2.956128 2.036325 1.791863 0.019 -0.170 0.159
H 5.610050 -7.139098 5.466921 -0.019 0.000 -0.012
H -1.337756 1.995808 -2.427824 -0.011 0.046 0.034
H 6.990983 -4.426149 -0.277749 0.001 -0.019 -0.005
H -1.646489 7.128509 0.491980 0.021 0.005 0.021
H 3.195516 -7.813476 1.991986 0.003 0.002 0.021
H 0.608669 4.348976 -0.324632 0.008 -0.042 0.002
H -0.032111 7.013138 -1.511120 -0.003 0.009 -0.009
H 1.403589 3.546825 1.263278 0.000 -0.012 -0.002
H 4.601287 -4.889936 5.729186 -0.018 -0.023 -0.014
H -6.249861 1.009052 3.551324 -0.012 0.006 -0.016
H 4.893053 -8.602588 3.607551 0.006 0.019 -0.005
H 1.221637 -2.501768 -2.575079 0.038 -0.117 0.054
H 1.524975 1.902644 4.678158 0.002 -0.007 0.016
H 7.651829 -2.586040 1.328956 -0.004 -0.015 0.007
H -5.256595 3.182830 4.116645 0.008 0.005 0.017
H 4.610185 -4.035503 -0.324444 -0.033 0.004 -0.018
H -5.846123 1.815021 2.048410 -0.019 -0.003 0.013
H -4.858986 -0.267603 1.616071 -0.008 0.001 -0.004
H 0.172817 3.007947 -1.357666 0.004 -0.008 -0.007
H 1.651236 2.227960 2.386922 0.001 -0.016 -0.027
H -4.155776 3.800281 2.109451 0.032 0.026 0.012
H 5.389164 -2.530905 0.152911 0.010 0.047 -0.002
H 2.003011 4.257003 5.445985 -0.003 0.026 -0.004
H 2.231186 -5.550784 2.221697 0.020 -0.003 0.019
H -4.567883 -0.603616 3.316798 0.006 -0.027 -0.008
H -4.074710 1.953669 4.527159 -0.015 0.032 0.013
H -1.438130 4.595767 -2.552231 0.028 -0.007 -0.015
H 8.386033 -4.133188 1.748679 -0.015 0.000 0.005
H 7.010950 -3.538427 2.668412 -0.005 0.013 -0.010
H 2.104351 -1.473488 -1.434875 0.044 0.001 0.033
H -0.706733 4.115913 2.697690 0.004 0.061 0.007
H 1.657339 5.225273 2.926061 0.049 0.011 -0.002
H -3.531992 2.006582 0.864522 -0.009 -0.015 -0.075
H -2.539531 0.586141 3.360134 0.044 -0.018 0.022
H -1.393424 2.629561 4.407369 -0.019 -0.012 -0.015
H -2.560509 -0.111286 1.746907 -0.177 -0.004 0.216
H -1.549372 0.462961 -3.253982 0.020 0.030 -0.082
H 6.276892 -5.321495 1.048001 0.013 -0.017 -0.038
H 2.919345 4.063465 3.289079 -0.005 -0.022 -0.002
H -2.192270 3.228226 -0.740951 -0.039 -0.031 -0.007
H 0.400529 2.445765 5.901613 0.000 -0.023 0.002
H -0.513500 1.271152 3.726294 -0.012 -0.038 -0.008
H -1.730446 6.785245 -1.862430 0.017 0.006 -0.007
H -0.597189 -2.548329 -1.101513 0.023 -0.130 0.096
H 0.432696 4.742762 4.849011 0.009 0.001 0.010
H -2.872817 3.653675 3.292725 0.019 -0.007 -0.007
H -0.228719 6.127970 0.699078 -0.010 0.003 0.002
H 0.694325 -2.773823 -0.102512 0.048 0.090 0.055
H 0.245334 5.049173 -2.732167 0.003 -0.004 -0.004
H -2.253905 4.985801 1.521898 -0.005 -0.009 0.013
H 2.311214 -1.923679 3.452348 -0.035 -0.026 -0.048
H -3.032274 5.169127 -0.026871 -0.002 -0.009 0.023
H 4.641698 -4.241516 2.381648 0.000 0.052 -0.060
```
Positions in Å, forces in eV/Å.

Properties
maximum force: 1.12 eV Å⁻¹
orbital gap: 8.22 eV
E_LUMO: -3.03 eV
E: -3399.026713 hartree
HOMO: -11.25 eV
total charge: +1
relative energy (zero: lowest compared OMol25 entry of this formula, charge and spin): 35.99 kcal per mole